Record 1
This record from the OMol25 dataset describes a single C5H7NOS molecule. The level of theory is the ωB97M-V functional and the def2-TZVPD basis.

ORCA input file:
```
! wB97M-V def2-TZVPD RIJCOSX def2/J DEFGRID3
* xyz 0 1
C 0.276 0.320 -0.977
C 2.546 -0.096 -1.034
C 1.500 0.769 -1.212
C -1.837 -0.298 -0.127
C -0.925 -0.852 1.255
N -0.882 0.138 -0.999
O 0.309 -0.996 1.074
S -1.383 0.550 2.415
H 3.519 0.198 -1.129
H 2.338 -1.134 -0.956
H 1.679 1.832 -1.295
H -2.315 -1.065 -0.708
H -2.472 0.661 0.100
H -1.553 -1.653 1.692
H -0.801 1.624 1.902
*
```

energy above the lowest of the compared OMol25 structures with the same formula, charge and spin = 4.9621 eV
HOMO level = -8.069 eV

In the Mulliken picture, each atom carries the following charge in e:
1 C 0.7667
2 C -0.6534
3 C -0.4695
4 C -0.6191
5 C 0.1249
6 N -0.1511
7 O -0.6872
8 S -0.3080
9 H 0.3375
10 H 0.2519
11 H 0.3218
12 H 0.3317
13 H 0.3261
14 H 0.3535
15 H 0.0742

Record 2
This record from the OMol25 dataset describes a single C6H4Cl2 molecule. The level of theory is the ωB97M-V functional and the def2-TZVPD basis.

ORCA input file:
```
! wB97M-V def2-TZVPD RIJCOSX def2/J DEFGRID3
* xyz 0 1
C -0.794 -0.258 -2.310
C 0.252 -0.569 -1.546
C 0.354 -0.529 -0.085
C 0.311 0.539 0.716
C 0.335 0.518 2.152
C 0.337 0.360 3.351
H -0.766 -0.494 -3.387
H 1.112 -0.964 -2.113
H 0.602 -1.445 0.440
H 0.657 0.441 4.397
Cl -2.296 0.308 -1.686
Cl -0.103 2.095 0.069
*
```

energy above the lowest of the compared OMol25 structures with the same formula, charge and spin = 3.4019 eV
HOMO level = -9.167 eV

In the Mulliken picture, each atom carries the following charge in e:
1 C -0.2379
2 C -0.3851
3 C -0.3699
4 C 0.4466
5 C -0.5307
6 C 0.0361
7 H 0.3403
8 H 0.2855
9 H 0.3454
10 H 0.3816
11 Cl -0.1443
12 Cl -0.1677

Record 3
This record from the OMol25 dataset describes a single C15H13N3O7 molecule. The level of theory is the ωB97M-V functional and the def2-TZVPD basis.

ORCA input file:
```
! wB97M-V def2-TZVPD RIJCOSX def2/J DEFGRID3
* xyz 0 1
C 3.491 3.660 -1.811
H 2.536 4.084 -1.486
O 3.962 2.693 -0.901
C 3.213 1.582 -0.685
C 1.989 1.312 -1.284
C 1.322 0.136 -0.977
C 1.840 -0.765 -0.066
C 3.094 -0.506 0.525
C 3.763 0.661 0.211
H 4.721 0.902 0.641
O 3.546 -1.462 1.382
C 4.817 -1.293 1.966
H 4.977 -2.178 2.580
H 4.851 -0.402 2.598
H 5.600 -1.232 1.205
N 1.190 -1.960 0.278
C -0.126 -2.173 0.451
O -0.603 -3.254 0.724
C -1.024 -0.960 0.438
C -0.919 -0.016 1.457
C -1.861 0.987 1.580
C -2.933 1.038 0.695
C -3.071 0.104 -0.320
C -2.107 -0.882 -0.439
N -2.188 -1.812 -1.550
O -1.138 -2.240 -1.970
O -3.282 -2.049 -1.997
H -3.907 0.147 -1.005
N -3.918 2.094 0.828
O -4.805 2.133 0.009
O -3.780 2.866 1.749
H -1.789 1.733 2.357
H -0.097 -0.077 2.152
H 1.794 -2.751 0.469
H 0.400 -0.096 -1.483
H 1.552 1.989 -1.998
H 3.382 3.244 -2.817
H 4.247 4.443 -1.824
*
```

HOMO level = -8.405 eV

In the Mulliken picture, each atom carries the following charge in e:
1 C -0.8355
2 H 0.3374
3 O -0.4489
4 C 0.3865
5 C -1.0168
6 C -0.0503
7 C -0.4736
8 C 1.1174
9 C -0.4249
10 H 0.4711
11 O -0.4470
12 C -0.9484
13 H 0.2529
14 H 0.3655
15 H 0.3769
16 N -0.0207
17 C -0.1097
18 O -0.6550
19 C 0.2992
20 C -0.1551
21 C -0.6312
22 C -0.2027
23 C -0.4788
24 C 0.3156
25 N 1.0319
26 O -0.5354
27 O -0.6317
28 H 0.5695
29 N 1.0125
30 O -0.6066
31 O -0.6169
32 H 0.5124
33 H 0.4911
34 H 0.2789
35 H 0.4959
36 H 0.3855
37 H 0.3386
38 H 0.2504

Record 4
This record from the OMol25 dataset describes 2 unconnected molecules or ions with the total composition C2H3Cl2PS. The level of theory is the ωB97M-V functional and the def2-TZVPD basis.

ORCA input file:
```
! wB97M-V def2-TZVPD RIJCOSX def2/J DEFGRID3
* xyz 0 1
C -1.364 0.174 0.479
C -1.150 -0.517 -0.621
P 2.008 0.735 0.817
S 3.211 -0.764 0.670
Cl 1.946 1.626 -1.005
Cl -0.182 -1.939 -0.644
H -1.959 1.069 0.461
H -0.951 -0.125 1.428
H -1.559 -0.259 -1.585
*
```

energy above the lowest of the compared OMol25 structures with the same formula, charge and spin = 1.0233 eV
HOMO level = -9.527 eV

In the Mulliken picture, each atom carries the following charge in e:
1 C -0.7241
2 C -0.0672
3 P 0.3345
4 S -0.1905
5 Cl -0.1501
6 Cl -0.1344
7 H 0.2294
8 H 0.3721
9 H 0.3303

Record 5
This record from the OMol25 dataset describes a molecular structure, C27H24N9OOsSSe. The level of theory is the ωB97M-V functional and the def2-TZVPD basis.

ORCA input file:
```
! wB97M-V def2-TZVPD RIJCOSX def2/J DEFGRID3
* xyz 2 6
Os -0.620 0.394 0.123
C 0.216 -3.689 3.906
C -0.683 -2.569 4.405
N -1.763 -2.245 3.482
C -1.634 -1.529 2.351
S -0.119 -0.629 2.107
N -2.555 -1.513 1.447
N -2.327 -0.631 0.420
C -3.278 -0.522 -0.560
C -4.570 -1.259 -0.491
C -2.951 0.340 -1.615
C -3.785 0.623 -2.722
C -3.349 1.466 -3.703
C -2.068 2.057 -3.611
C -1.292 1.771 -2.524
N -1.709 0.943 -1.541
H 1.030 -3.864 4.609
H 0.656 -3.436 2.939
H -0.344 -4.618 3.798
H -0.109 -1.663 4.610
H -1.153 -2.844 5.348
H -2.661 -2.686 3.608
H -4.636 -1.845 0.417
H -4.676 -1.926 -1.349
H -5.406 -0.557 -0.518
H -4.760 0.162 -2.781
H -3.983 1.681 -4.552
H -1.699 2.719 -4.380
H -0.299 2.187 -2.406
Se 5.201 5.829 0.085
N 5.214 4.055 -0.049
C 3.976 3.650 0.054
C 3.589 2.247 0.035
C 4.499 1.193 -0.060
C 4.021 -0.102 -0.043
C 2.652 -0.320 0.055
N 1.775 0.675 0.124
C 2.231 1.937 0.125
C 1.224 2.986 0.248
N -0.052 2.573 0.330
C -1.019 3.482 0.465
C -0.754 4.844 0.517
C 0.553 5.279 0.419
C 1.573 4.336 0.283
C 2.984 4.679 0.179
N 3.427 5.908 0.177
H 5.556 1.406 -0.132
H 4.695 -0.945 -0.095
H 2.247 -1.322 0.099
H -2.032 3.104 0.530
H -1.571 5.541 0.630
H 0.802 6.332 0.451
O -0.015 -1.141 -1.448
N 0.402 -2.396 -1.330
C 1.399 -2.802 -2.139
C 1.846 -4.103 -2.085
C 1.266 -4.989 -1.188
C 0.242 -4.543 -0.368
C -0.185 -3.233 -0.456
H 1.778 -2.040 -2.803
H 2.641 -4.410 -2.749
H 1.602 -6.015 -1.136
H -0.246 -5.199 0.337
H -0.997 -2.814 0.122
*
```

energy above the lowest of the compared OMol25 structures with the same formula, charge and spin = 0.8475 eV
HOMO level (spin up / spin down) = -10.737 / -13.679 eV

In the Mulliken picture, each atom carries the following charge in e:
1 Os 1.5934
2 C -0.7901
3 C -0.6723
4 N -0.1953
5 C 0.5789
6 S -0.5172
7 N -1.3994
8 N 1.0703
9 C 1.1260
10 C -1.6651
11 C 0.3136
12 C -0.9570
13 C -0.4681
14 C -0.8339
15 C -0.2258
16 N -0.0491
17 H 0.3839
18 H 0.1481
19 H 0.3096
20 H 0.3209
21 H 0.3996
22 H 0.2695
23 H 0.3420
24 H 0.3986
25 H 0.4302
26 H 0.5120
27 H 0.4524
28 H 0.4670
29 H 0.4966
30 Se 0.4755
31 N -0.9505
32 C 1.0614
33 C 0.0248
34 C -0.7027
35 C -1.1891
36 C -0.1939
37 N 0.1817
38 C 0.3039
39 C -0.1833
40 N -0.1772
41 C -0.1616
42 C -0.9221
43 C -0.6340
44 C 0.0858
45 C 1.0604
46 N -0.9541
47 H 0.5756
48 H 0.4719
49 H 0.5990
50 H 0.4234
51 H 0.4659
52 H 0.5653
53 O -0.5081
54 N 0.1137
55 C -0.0320
56 C -0.7999
57 C -0.2723
58 C -1.0067
59 C -0.0736
60 H 0.5018
61 H 0.4565
62 H 0.4363
63 H 0.4913
64 H 0.6277

Record 6
This record from the OMol25 dataset describes a molecular structure, C20H21N4O6S2Se2W. The level of theory is the ωB97M-V functional and the def2-TZVPD basis.

ORCA input file:
```
! wB97M-V def2-TZVPD RIJCOSX def2/J DEFGRID3
* xyz 1 3
W -0.680 1.070 -0.405
O -1.252 -2.995 0.005
C -1.345 -1.831 -0.262
O -0.579 -0.854 0.184
C -2.410 -1.282 -1.170
C -3.425 -2.004 -1.761
C -4.352 -1.321 -2.538
C -4.233 0.058 -2.693
C -3.185 0.690 -2.063
N -2.307 0.027 -1.333
C -2.899 2.169 -2.097
O -3.586 2.956 -2.679
O -1.798 2.434 -1.415
H -3.465 -3.073 -1.598
H -5.165 -1.854 -3.014
H -4.923 0.651 -3.278
C -1.682 1.160 3.127
Se -2.355 1.713 1.403
C -2.059 3.624 1.522
C -0.598 4.001 1.552
Se 0.311 3.532 -0.090
C 2.078 3.724 0.641
H -2.067 1.875 3.851
H -0.601 1.129 3.108
H -2.098 0.176 3.320
H -2.567 3.930 2.436
H -2.589 4.039 0.668
H -0.059 3.484 2.345
H -0.484 5.076 1.681
H 2.141 4.769 0.935
H 2.782 3.513 -0.158
H 2.241 3.056 1.477
N 3.081 -5.416 1.627
C 2.845 -4.077 1.471
C 1.711 -3.486 2.042
C 1.475 -2.138 1.895
C 2.382 -1.352 1.188
C 3.535 -1.923 0.640
C 3.758 -3.273 0.772
S 2.142 0.344 1.002
O 3.413 0.969 1.232
O 1.014 0.792 1.809
N 1.539 0.727 -0.455
C 1.631 0.172 -1.686
S 2.927 -0.502 -2.577
C 1.878 -0.651 -3.944
C 0.649 -0.182 -3.650
N 0.508 0.272 -2.354
H 2.354 -6.011 1.980
H 3.799 -5.863 1.087
H 1.009 -4.100 2.592
H 0.594 -1.688 2.324
H 4.274 -1.303 0.147
H 4.654 -3.717 0.356
H 2.225 -1.080 -4.870
H -0.190 -0.155 -4.328
*
```

energy above the lowest of the compared OMol25 structures with the same formula, charge and spin = 0.7360 eV
HOMO level (spin up / spin down) = -10.491 / -10.531 eV

In the Mulliken picture, each atom carries the following charge in e:
1 W 1.4171
2 O -0.6360
3 C 0.3103
4 O -0.2204
5 C 0.4782
6 C -0.8373
7 C -0.4065
8 C -0.7595
9 C 0.7797
10 N 0.3564
11 C 0.0593
12 O -0.6233
13 O -0.5925
14 H 0.5791
15 H 0.4794
16 H 0.5817
17 C -0.8902
18 Se 0.2702
19 C -0.8867
20 C -0.6908
21 Se 0.3496
22 C -1.1053
23 H 0.4481
24 H 0.1556
25 H 0.3998
26 H 0.5605
27 H 0.3722
28 H 0.3250
29 H 0.5343
30 H 0.4563
31 H 0.3591
32 H 0.3009
33 N -0.4946
34 C 1.0645
35 C -0.8267
36 C -0.3275
37 C -0.1963
38 C -0.5554
39 C -0.9171
40 S 1.1843
41 O -0.6820
42 O -0.6749
43 N -0.3318
44 C 0.2308
45 S -0.0618
46 C -0.4348
47 C -0.6246
48 N -0.2788
49 H 0.2029
50 H 0.1998
51 H 0.3128
52 H 0.4416
53 H 0.6187
54 H 0.3261
55 H 0.4492
56 H 0.4514

E_tot per entry: -722.73572 -1151.30049 -1270.16162 -1737.92978 -4500.98596 -7111.41540 hartree